No. 1
{"formula": "C34H66Br6F3NiO14S6", "method": "ωB97M-V/def2-TZVPD", "symbols": ["Ni", "C", "O", "O", "C", "F", "F", "F", "C", "C", "H", "H", "H", "H", "H", "H", "C", "C", "C", "S", "O", "O", "C", "H", "H", "H", "H", "H", "H", "H", "H", "C", "C", "C", "S", "O", "O", "C", "H", "H", "H", "H", "H", "H", "H", "H", "C", "C", "C", "S", "O", "O", "C", "H", "H", "H", "H", "H", "H", "H", "H", "C", "C", "C", "S", "O", "O", "C", "H", "H", "H", "H", "H", "H", "H", "H", "C", "C", "C", "S", "O", "O", "C", "H", "H", "H", "H", "H", "H", "H", "H", "C", "C", "C", "S", "O", "O", "C", "H", "H", "H", "H", "H", "H", "H", "H", "Br", "C", "C", "Br", "H", "H", "H", "H", "Br", "C", "C", "Br", "H", "H", "H", "H", "Br", "C", "C", "Br", "H", "H", "H", "H"], "xyz": [[-1.463, -0.151, -3.458], [-1.071, 0.735, -0.297], [-0.254, -0.400, -0.075], [-1.377, 0.815, -1.601], [-2.293, 0.958, 0.591], [-2.082, 0.562, 1.852], [-2.617, 2.252, 0.622], [-3.391, 0.256, 0.161], [0.304, -0.598, 1.223], [1.567, -1.401, 1.132], [2.401, -0.754, 0.836], [1.932, -1.831, 2.065], [1.511, -2.159, 0.349], [-0.441, -1.120, 1.829], [0.594, 0.326, 1.730], [-0.416, 1.590, -0.015], [2.154, -3.966, -3.944], [0.906, -4.849, -4.033], [-0.300, -3.968, -3.747], [0.253, -2.793, -2.427], [-0.246, -3.231, -1.171], [-0.085, -1.427, -2.825], [2.063, -3.134, -2.643], [2.168, -3.359, -4.852], [3.096, -4.512, -3.992], [0.905, -5.784, -3.472], [0.891, -5.210, -5.065], [-1.059, -4.599, -3.289], [-0.619, -3.406, -4.620], [2.201, -3.881, -1.857], [2.735, -2.300, -2.468], [-4.294, -4.676, -1.870], [-4.887, -3.804, -0.785], [-4.323, -2.386, -0.911], [-4.073, -2.129, -2.707], [-2.706, -1.626, -2.898], [-5.145, -1.300, -3.212], [-4.260, -3.910, -3.190], [-4.953, -5.534, -2.030], [-3.376, -5.156, -1.527], [-4.863, -4.149, 0.246], [-5.952, -3.696, -1.019], [-3.327, -2.171, -0.512], [-4.925, -1.594, -0.469], [-3.456, -4.205, -3.862], [-5.190, -3.881, -3.756], [-0.345, 3.125, 1.858], [1.110, 2.743, 2.217], [2.020, 3.901, 1.744], [1.133, 4.774, 0.408], [1.867, 4.593, -0.825], [0.762, 6.076, 0.887], [-0.386, 3.711, 0.456], [-0.807, 3.794, 2.587], [-0.998, 2.251, 1.886], [1.431, 1.805, 1.768], [1.181, 2.644, 3.299], [2.986, 3.550, 1.387], [2.235, 4.605, 2.546], [-0.255, 2.863, -0.221], [-1.157, 4.347, 0.029], [4.161, -4.414, 7.010], [4.730, -5.524, 6.102], [4.769, -5.047, 4.656], [4.904, -3.232, 4.675], [3.745, -2.653, 3.981], [6.219, -2.774, 4.324], [4.599, -3.056, 6.471], [4.500, -4.730, 7.997], [3.074, -4.484, 7.067], [4.282, -6.519, 6.081], [5.776, -5.810, 6.261], [3.789, -5.205, 4.198], [5.534, -5.560, 4.079], [3.923, -2.221, 6.613], [5.584, -2.766, 6.842], [1.686, 3.093, -1.928], [1.269, 4.178, -2.959], [0.598, 3.387, -4.103], [1.422, 1.735, -4.265], [2.481, 1.651, -5.268], [0.341, 0.772, -4.187], [2.262, 1.831, -2.606], [0.807, 2.702, -1.404], [2.333, 3.434, -1.119], [2.120, 4.829, -3.160], [0.616, 4.839, -2.388], [0.310, 3.915, -5.007], [-0.341, 3.122, -3.607], [3.325, 1.957, -2.811], [2.136, 0.971, -1.951], [-6.567, 2.146, -4.548], [-6.062, 3.045, -3.413], [-4.832, 2.442, -2.785], [-3.856, 2.221, -4.306], [-2.869, 1.190, -3.949], [-3.510, 3.481, -4.931], [-5.291, 1.484, -5.144], [-7.005, 2.792, -5.312], [-7.395, 1.473, -4.340], [-6.752, 3.153, -2.567], [-5.934, 4.088, -3.701], [-5.003, 1.485, -2.290], [-4.185, 2.959, -2.075], [-5.274, 0.424, -4.886], [-5.122, 1.521, -6.219], [7.109, -0.132, 3.006], [6.336, 0.484, 1.330], [5.678, -0.683, 0.665], [4.625, -0.179, -0.922], [7.165, 0.861, 0.729], [5.732, 1.365, 1.530], [4.972, -1.091, 1.391], [6.372, -1.474, 0.403], [-5.593, 2.678, 2.830], [-5.212, 4.570, 2.621], [-3.771, 4.652, 2.100], [-3.114, 6.445, 2.068], [-5.355, 5.091, 3.566], [-5.889, 5.077, 1.935], [-3.870, 4.229, 1.104], [-3.148, 4.106, 2.801], [1.137, 0.726, 4.357], [2.955, 0.883, 5.031], [2.923, 0.281, 6.443], [4.804, 0.304, 7.075], [3.440, 1.853, 4.959], [3.551, 0.265, 4.360], [2.578, -0.744, 6.366], [2.265, 0.884, 7.061]], "forces_ev_per_a": [[0.90, 1.39, 2.31], [1.86, 0.32, -1.55], [-0.34, -0.48, 0.49], [-0.70, 0.29, -0.66], [-0.79, -1.77, -0.55], [-0.32, -0.05, 0.49], [-0.74, -0.09, -0.41], [0.39, 0.55, 0.18], [-0.31, -0.36, 0.41], [1.22, 0.06, -0.72], [-0.15, 0.12, -0.19], [-0.54, -0.17, 0.14], [-0.18, -0.20, 0.27], [0.11, 0.06, 0.19], [-0.71, -0.04, -0.27], [-0.39, -1.21, 0.16], [0.13, 0.65, 0.05], [0.52, -0.23, -1.15], [0.50, -0.24, 0.90], [0.20, 0.21, -1.70], [-0.06, -0.58, 0.79], [1.01, -0.82, -0.38], [-0.92, -1.26, 0.10], [-0.06, 0.37, 0.20], [-0.09, -0.19, 0.30], [0.20, 0.37, 0.62], [-0.34, 0.08, -0.03], [-0.44, 0.46, -0.13], [-0.15, 0.07, 0.11], [0.15, 0.28, 0.32], [-0.29, 0.28, -0.24], [-0.48, -1.32, 0.14], [-0.93, 1.38, -0.19], [0.99, 0.19, -0.32], [-0.61, 0.48, 1.54], [-0.58, -0.93, -0.51], [0.18, -0.46, -0.47], [0.67, 1.10, 0.13], [-0.06, 0.03, 0.05], [0.45, 0.56, -0.46], [0.43, -0.32, -0.13], [-0.07, -0.08, 0.12], [0.12, -0.68, 0.11], [-0.38, -0.04, -0.50], [0.07, 0.16, 0.03], [-0.16, -0.28, 0.23], [-0.81, -0.12, 0.29], [0.03, 1.91, -0.36], [-0.04, -0.34, -0.06], [-0.58, -0.19, 2.16], [-0.67, 9.19, 5.95], [-0.18, 0.38, -0.03], [1.81, 0.65, -0.50], [0.43, 0.25, 0.08], [0.72, 0.40, 0.28], [-0.08, 0.27, -0.10], [0.07, 0.44, -0.73], [-0.04, 0.00, -0.32], [-0.31, 0.24, -0.13], [0.09, 1.32, -0.01], [-0.39, 0.02, 0.73], [-0.21, -1.34, -0.06], [1.17, -0.33, -1.34], [-1.10, 0.24, -0.39], [-1.48, 0.03, 0.21], [0.97, -0.51, 0.39], [0.13, -0.26, 0.12], [1.04, -0.33, -0.08], [0.14, 0.95, 0.26], [-0.05, 0.04, -0.29], [-0.73, 0.34, 0.51], [0.02, 0.60, 0.96], [0.11, 0.02, -0.21], [0.11, 0.42, -0.16], [-0.08, -0.30, 0.01], [-0.08, 0.01, 0.16], [-0.02, -5.97, -3.44], [0.80, -1.05, 0.16], [-0.42, 0.23, 1.05], [2.26, 1.72, 1.78], [-1.76, -0.11, 0.35], [-1.01, -0.97, -0.97], [-0.51, 0.63, -1.13], [0.15, 0.25, -0.56], [1.52, -3.67, -2.10], [0.12, -0.29, -0.67], [-0.66, -0.19, -0.99], [0.59, -0.21, -0.33], [-0.14, -0.46, -0.39], [-0.03, -0.01, -0.34], [-0.39, -0.32, -0.45], [0.70, 1.17, -1.29], [-1.33, 0.65, 2.28], [1.44, 0.23, -0.82], [-1.45, -0.83, 1.43], [0.19, 0.49, -1.37], [0.30, -1.15, 0.52], [0.12, -0.94, -0.16], [0.15, 0.10, -0.01], [0.53, -0.46, 0.56], [-0.47, -0.27, -0.38], [0.43, -0.18, -0.43], [-0.04, -0.31, -0.60], [-0.38, 0.71, -0.18], [0.24, 0.05, 0.20], [-0.26, 0.43, -0.01], [-0.14, 0.24, -0.21], [1.21, 0.79, -0.54], [-0.94, -0.31, 0.76], [0.47, -0.02, 0.29], [0.05, -0.14, 0.06], [-0.48, -0.38, 0.13], [-0.20, -0.18, -0.34], [0.08, 0.18, -0.24], [-0.30, 0.21, -0.06], [0.45, 0.99, 0.16], [-1.46, -0.44, 0.57], [0.07, 0.36, -0.21], [0.18, -0.40, 0.22], [-0.16, -0.54, -0.21], [0.93, 0.06, -0.02], [0.25, -0.22, -0.45], [-0.02, -0.94, 1.16], [0.66, -1.12, 0.09], [0.65, 0.72, -1.17], [-0.80, 0.19, 0.07], [-0.78, 0.43, 0.24], [-0.13, -0.29, 0.14], [0.07, -0.02, 0.26], [0.31, -0.12, 0.43]], "largest_force_ha_per_bohr": 0.213, "spin_multiplicity": 3, "homo_energy_ha": [-0.37487, -0.37482], "charge": 1, "lumo_ev": [-2.02, -2.88], "energy_ha": -22029.0572}

***

No. 2
{"formula": "C34H66Cl21FIN2O6P2", "method": "ωB97M-V/def2-TZVPD", "symbols": ["C", "C", "C", "F", "C", "C", "C", "C", "C", "O", "C", "O", "P", "N", "O", "C", "N", "P", "O", "I", "C", "C", "C", "C", "C", "C", "C", "C", "C", "C", "C", "O", "C", "C", "C", "O", "Cl", "H", "H", "H", "H", "H", "H", "H", "H", "H", "H", "H", "H", "H", "H", "H", "H", "H", "H", "H", "H", "H", "H", "H", "H", "H", "H", "H", "H", "H", "H", "H", "H", "H", "H", "H", "H", "H", "H", "H", "H", "H", "H", "H", "H", "H", "H", "C", "Cl", "Cl", "H", "H", "C", "Cl", "Cl", "H", "H", "C", "Cl", "Cl", "H", "H", "C", "Cl", "Cl", "H", "H", "C", "Cl", "Cl", "H", "H", "C", "Cl", "Cl", "H", "H", "C", "Cl", "Cl", "H", "H", "C", "Cl", "Cl", "H", "H", "C", "Cl", "Cl", "H", "H", "C", "Cl", "Cl", "H", "H"], "xyz": [[-3.091, 3.344, 2.704], [-3.103, 2.020, 3.664], [-1.633, 1.405, 3.592], [-0.864, 2.210, 4.550], [-1.482, -0.166, 3.846], [-2.847, -1.001, 3.967], [-3.376, -1.631, 2.549], [-4.720, -0.920, 2.004], [-4.508, 0.190, 0.873], [-5.350, 1.373, 1.125], [-6.682, 1.150, 0.681], [-7.029, 0.852, -0.483], [-3.960, -3.411, 3.048], [-5.558, -3.248, 3.768], [-4.169, -4.253, 1.563], [-2.237, -1.876, 1.464], [-1.042, -0.923, 1.549], [-0.120, -1.337, 0.056], [1.361, -2.120, 0.305], [0.520, 0.906, -0.858], [-0.357, -0.906, 2.888], [0.907, 0.094, 3.023], [2.376, -0.503, 2.867], [3.344, 0.391, 1.903], [4.421, -0.521, 1.117], [5.117, 0.259, -0.099], [4.700, -0.343, -1.538], [3.964, 0.824, -2.363], [3.365, 0.353, -3.775], [1.825, 0.766, -3.987], [1.589, 2.376, -3.978], [0.191, 2.728, -3.807], [0.001, 3.753, -2.806], [-0.109, -2.388, 3.427], [0.784, -2.602, 4.709], [1.623, -3.550, 4.659], [0.758, -1.723, 6.295], [-2.775, 2.947, 1.661], [-4.181, 3.695, 2.564], [-2.395, 4.161, 3.086], [-3.946, 1.371, 3.266], [-3.421, 2.379, 4.711], [-1.213, 1.730, 2.560], [-1.008, -0.233, 4.904], [-2.589, -1.904, 4.648], [-3.706, -0.468, 4.508], [-5.370, -1.757, 1.537], [-5.324, -0.503, 2.897], [-4.786, -0.253, -0.159], [-3.445, 0.590, 0.763], [-7.520, 1.316, 1.463], [-5.527, -3.327, 4.795], [-6.213, -3.946, 3.387], [-3.719, -5.128, 1.649], [-2.636, -1.718, 0.387], [-1.904, -2.986, 1.459], [-1.480, 0.000, 1.309], [1.248, -3.099, 0.179], [0.856, 0.486, 4.112], [0.812, 0.991, 2.301], [2.923, -0.454, 3.890], [2.423, -1.632, 2.616], [2.767, 1.097, 1.221], [3.980, 1.070, 2.594], [5.261, -0.739, 1.887], [4.008, -1.565, 0.844], [4.804, 1.356, -0.056], [6.271, 0.220, -0.020], [5.588, -0.774, -2.123], [3.913, -1.159, -1.334], [4.728, 1.680, -2.519], [3.138, 1.253, -1.696], [3.975, 0.831, -4.623], [3.417, -0.799, -3.800], [1.545, 0.418, -5.048], [1.108, 0.240, -3.266], [2.309, 2.922, -3.273], [1.878, 2.723, -5.044], [0.812, 3.766, -1.983], [-0.126, 4.814, -3.236], [-0.987, 3.508, -2.263], [-1.070, -3.010, 3.615], [0.404, -2.963, 2.562], [0.014, -3.299, -4.906], [1.151, -2.694, -6.120], [0.486, -2.825, -3.263], [-0.976, -2.898, -5.117], [-0.007, -4.392, -4.961], [-8.678, 4.069, 2.893], [-8.177, 2.448, 3.398], [-8.357, 5.259, 4.159], [-8.124, 4.347, 1.997], [-9.745, 4.058, 2.679], [2.760, 4.421, 0.327], [3.927, 4.246, -0.989], [1.219, 5.056, -0.265], [2.590, 3.445, 0.781], [3.164, 5.108, 1.069], [-3.856, 0.457, 7.794], [-4.021, -0.887, 6.654], [-2.711, 0.065, 9.080], [-3.498, 1.334, 7.256], [-4.829, 0.667, 8.237], [4.407, 0.830, -8.305], [4.824, 2.007, -7.053], [2.819, 0.107, -8.003], [4.389, 1.332, -9.271], [5.158, 0.041, -8.314], [6.870, -2.750, -4.766], [7.317, -1.108, -4.287], [5.793, -3.493, -3.577], [6.360, -2.711, -5.728], [7.773, -3.352, -4.851], [-3.950, 1.012, -3.283], [-4.119, -0.336, -4.411], [-2.795, 0.629, -1.998], [-3.595, 1.887, -3.826], [-4.920, 1.223, -2.835], [-0.318, -7.380, -3.510], [-0.114, -6.473, -2.006], [-0.354, -6.300, -4.910], [0.513, -8.075, -3.620], [-1.256, -7.932, -3.465], [3.795, 0.051, 8.185], [3.966, 0.959, 9.692], [3.769, 1.133, 6.787], [4.637, -0.633, 8.087], [2.864, -0.511, 8.215], [5.218, 2.657, -11.949], [5.708, 1.046, -11.409], [5.567, 3.876, -10.719], [5.761, 2.906, -12.859], [4.147, 2.652, -12.149]], "forces_ev_per_a": [[-0.78, -1.33, -0.32], [-0.11, 1.60, -0.59], [-0.79, 0.90, -0.30], [-0.80, -1.67, -1.30], [0.40, -0.18, 1.81], [0.34, -1.01, -0.85], [-1.16, 0.35, 0.21], [-0.01, -0.14, -0.45], [-0.06, -0.34, -0.78], [-1.56, -1.74, -0.69], [-1.64, -0.26, -2.62], [2.06, 0.80, 3.97], [0.95, -1.26, 0.70], [0.61, -0.25, -0.97], [-0.03, 0.72, 1.30], [-1.65, -1.01, -0.88], [-0.19, -0.26, 0.67], [1.79, -1.00, -3.34], [-1.68, 0.46, 0.63], [-0.42, -0.91, 1.52], [-1.12, 1.94, 3.33], [0.61, -0.08, 0.26], [1.42, -0.07, 0.45], [0.65, -0.55, 0.60], [0.82, 0.15, 0.95], [0.32, -0.56, -0.44], [-0.91, 0.77, 0.30], [0.62, 0.05, -0.16], [-0.45, 0.16, 0.50], [-0.07, 0.35, -0.86], [1.07, -0.63, -1.65], [1.18, 0.55, 1.32], [-0.83, -0.02, 0.82], [-0.29, -0.42, -0.96], [4.00, -4.19, -0.68], [-3.81, 4.16, 0.17], [-0.67, -0.19, -1.61], [-0.30, 0.98, 1.54], [1.84, -0.25, 0.40], [-1.00, -1.14, -0.59], [1.34, 0.50, 0.47], [0.84, -0.90, -1.39], [-0.53, -0.64, 1.58], [-0.81, 0.19, -1.66], [-0.42, 1.43, -1.08], [1.68, -0.58, -1.45], [0.89, 1.46, 0.70], [1.10, -0.62, -1.48], [0.48, 0.81, 1.68], [-1.37, -0.45, 0.41], [1.87, -0.07, -0.99], [0.15, -0.11, -0.78], [0.34, 0.58, 0.22], [-0.54, 0.99, 0.05], [0.44, -0.26, 1.82], [-0.09, 1.91, 0.18], [0.84, -0.42, 0.62], [0.00, 1.13, -0.03], [-0.17, -0.45, -1.97], [-0.11, -1.46, 1.21], [-1.21, -0.13, -1.48], [-0.25, 1.97, -0.03], [0.58, -1.17, 0.65], [-1.18, -0.92, -1.13], [-1.43, 0.23, -1.11], [0.45, 1.85, 0.13], [0.49, -1.37, -0.04], [-1.90, 0.10, 0.09], [-1.45, 0.63, 0.95], [1.25, 0.94, -0.55], [-1.24, -1.31, 0.25], [1.21, -0.56, -0.92], [-0.86, -1.03, 1.18], [0.04, 1.75, -0.30], [0.26, 0.40, 1.61], [1.29, 0.75, -1.27], [-1.27, -0.77, -0.60], [-0.25, -0.44, 1.66], [-1.28, -0.27, -2.00], [0.46, -1.53, 0.41], [1.30, 0.36, -0.80], [1.29, 1.34, -0.16], [-0.40, 0.82, 1.80], [-0.17, 0.02, -0.43], [-0.05, 0.02, 0.08], [-0.01, 0.00, 0.10], [0.21, 0.12, 0.11], [0.30, 1.40, 0.20], [-0.15, 0.31, -0.20], [-0.13, 0.02, 0.30], [-0.02, -0.02, -0.12], [0.01, -0.07, 0.20], [0.16, -0.07, 0.15], [0.16, -0.02, 0.26], [0.00, -0.02, 0.09], [0.14, 0.46, 0.86], [-0.02, 0.10, -0.16], [-0.08, -0.03, -0.20], [-0.09, 0.33, 0.34], [-0.31, 0.01, 0.84], [-0.06, 0.08, -0.08], [0.05, -0.22, 0.01], [0.15, -0.16, -0.06], [0.06, 0.02, -0.14], [0.09, 0.04, -0.05], [-0.01, -0.07, -0.02], [-0.09, -0.06, 0.37], [-0.15, 0.12, 0.09], [0.09, -0.10, -0.22], [0.07, 0.01, -0.13], [-0.03, -0.09, -0.06], [-0.02, 0.06, 0.22], [-0.13, 0.12, 0.14], [-0.42, 0.18, -0.24], [-0.02, 0.08, 0.04], [0.12, 0.12, -0.08], [0.14, -0.22, 0.10], [0.15, -0.17, 0.02], [-0.02, -0.37, 0.02], [-0.01, -0.07, 0.06], [-0.24, -1.47, -0.03], [-0.05, 0.23, 0.01], [0.10, 0.22, -0.01], [0.01, -0.25, 0.12], [-0.02, -0.11, -0.02], [-0.05, -0.07, -0.15], [-0.07, 0.21, 0.00], [0.10, 0.19, 0.00], [-0.12, 0.19, -0.24], [0.09, -0.11, -0.29], [-0.06, 0.01, -0.04], [0.02, -0.08, 0.22], [0.16, -0.04, 0.14]], "largest_force_ha_per_bohr": 0.113, "spin_multiplicity": 1, "homo_energy_ha": -0.40470, "charge": 1, "lumo_ev": -3.19, "energy_ha": -12639.8598}